Entry 1:
A 11-piece molecular cluster, C32H70N6O20S3 overall, computed with the ωB97M-V functional and the def2-TZVPD basis.

```
131
Properties=species:S:1:pos:R:3
O 2.57 -2.57 1.13
S 3.68 -2.23 0.23
O 3.34 -1.59 -1.06
O 4.74 -1.24 1.06
C 6.08 -1.66 0.69
C 5.99 -3.18 0.68
O 4.74 -3.48 0.04
H 6.16 -1.26 -0.32
H 6.78 -1.10 1.31
H 5.92 -3.66 1.65
H 6.78 -3.59 0.05
O 5.66 4.22 -4.12
S 4.82 3.06 -4.57
O 4.00 3.26 -5.75
O 5.65 1.70 -4.62
C 5.38 0.78 -3.54
C 4.55 1.57 -2.48
O 3.90 2.51 -3.28
H 4.79 -0.07 -3.89
H 6.30 0.45 -3.07
H 5.27 2.01 -1.78
H 3.89 0.94 -1.89
O -1.94 5.61 2.34
S -1.92 5.74 0.90
O -1.07 6.83 0.37
O -1.60 4.26 0.24
C -2.77 3.42 0.20
C -3.90 4.42 0.06
O -3.41 5.71 0.25
H -2.74 2.83 -0.72
H -2.80 2.79 1.09
H -4.76 4.12 0.68
H -4.32 4.34 -0.94
C 1.64 4.22 -0.87
N 2.00 4.57 0.52
C 2.21 5.84 0.95
C 2.27 6.94 -0.04
O 2.28 6.10 2.16
H 2.25 4.80 -1.55
H 0.56 4.11 -0.96
H 2.10 3.25 -1.02
H 1.98 3.89 1.26
H 1.48 6.81 -0.77
H 3.23 6.86 -0.56
H 2.32 7.91 0.45
C -3.97 -1.77 0.60
N -4.05 -1.78 2.00
C -4.98 -2.39 2.70
C -4.84 -2.46 4.20
O -5.92 -2.94 2.13
H -4.75 -2.30 0.05
H -3.01 -2.23 0.34
H -3.88 -0.73 0.28
H -3.25 -1.39 2.48
H -3.82 -2.26 4.52
H -5.10 -3.47 4.50
H -5.58 -1.75 4.58
C -1.20 2.26 3.78
N -1.00 1.15 4.63
C -1.29 -0.11 4.34
C -0.88 -1.02 5.45
O -1.91 -0.46 3.30
H -0.26 2.66 3.38
H -1.69 3.03 4.38
H -1.82 2.02 2.92
H -0.62 1.37 5.54
H 0.03 -0.80 6.00
H -0.87 -2.05 5.11
H -1.72 -1.04 6.15
C -0.74 -3.22 1.97
N -1.13 -4.59 1.83
C -1.66 -5.43 2.71
C -1.80 -5.02 4.18
O -2.05 -6.48 2.30
H 0.13 -3.01 2.59
H -1.62 -2.70 2.34
H -0.48 -2.77 1.02
H -1.24 -5.00 0.92
H -2.55 -5.61 4.70
H -2.15 -4.00 4.32
H -0.79 -5.15 4.57
C 2.57 0.21 2.57
N 3.42 1.35 2.35
C 3.34 2.50 3.06
C 4.54 3.50 2.93
O 2.45 2.81 3.84
H 1.73 0.52 3.19
H 3.05 -0.62 3.09
H 2.18 -0.11 1.60
H 4.26 1.24 1.79
H 4.62 4.06 3.86
H 4.44 4.27 2.16
H 5.48 2.96 2.82
C -3.17 -0.97 -8.25
N -2.64 0.16 -7.42
C -2.37 0.21 -6.09
C -2.20 -1.06 -5.30
O -2.19 1.31 -5.51
H -2.33 -1.40 -8.79
H -3.83 -0.48 -8.97
H -3.76 -1.78 -7.83
H -2.69 1.06 -7.88
H -2.97 -1.20 -4.54
H -1.23 -1.12 -4.82
H -2.15 -1.96 -5.91
C 0.73 0.72 -1.75
C 0.36 1.23 -0.46
C -0.39 0.02 0.10
O -1.09 -0.42 -0.99
C -0.50 -0.09 -2.20
H 1.63 0.10 -1.76
H 0.91 1.46 -2.54
H -0.38 2.02 -0.50
H 1.22 1.42 0.19
H -0.98 0.14 1.00
H 0.27 -0.82 0.35
H -1.23 0.49 -2.77
H -0.10 -0.99 -2.68
C -2.57 -4.11 -2.87
C -3.57 -4.90 -1.95
C -2.58 -5.60 -1.12
O -1.27 -4.96 -1.22
C -1.45 -3.72 -1.92
H -3.08 -3.21 -3.21
H -2.24 -4.70 -3.72
H -4.07 -5.64 -2.57
H -4.29 -4.25 -1.45
H -2.41 -6.60 -1.52
H -2.89 -5.55 -0.07
H -0.52 -3.36 -2.36
H -1.70 -2.89 -1.26
```

Net charge = 0
Structure (SMILES) = O=S1(=O)OCCO1.O=S1(=O)OCCO1.O=S1(=O)OCCO1.CNC(C)=O.CNC(C)=O.CNC(C)=O.CNC(C)=O.CNC(C)=O.CNC(C)=O.C1CCOC1.C1CCOC1

***

Entry 2:
C32H71F3InN8O8 as an isolated structure, computed with the ωB97M-V functional and the def2-TZVPD basis.

```
123
Properties=species:S:1:pos:R:3
C -0.37 4.85 0.31
C 0.42 3.43 0.70
C -0.57 2.13 0.65
C -0.27 1.10 -0.59
In -0.28 0.97 2.57
C 1.72 1.59 3.53
C 1.78 0.75 4.96
C 0.30 0.86 5.65
F -0.20 2.25 5.95
C -0.62 -0.26 5.98
F -1.13 -1.29 5.03
F -1.11 -0.35 7.40
H 0.31 5.71 0.78
H -1.42 4.94 0.83
H -0.39 5.06 -0.85
H 0.76 3.58 1.83
H 1.42 3.30 0.06
H -1.66 2.53 0.51
H -1.17 0.31 -0.60
H -0.22 1.63 -1.63
H 0.73 0.47 -0.40
H -0.11 -0.83 2.26
H -1.64 1.34 3.70
H 2.62 1.23 2.85
H 1.68 2.75 3.68
H 2.61 1.30 5.61
H 2.10 -0.34 4.68
C -0.40 2.78 -3.98
O -0.53 3.30 -2.88
N -1.09 3.13 -5.12
C -0.87 2.45 -6.38
C -2.05 4.21 -5.05
H 0.31 1.95 -4.14
H -0.54 3.19 -7.12
H -1.82 2.01 -6.71
H -0.12 1.67 -6.29
H -1.54 5.12 -4.73
H -2.82 3.95 -4.32
H -2.51 4.37 -6.03
C -2.11 6.21 -8.88
O -2.49 5.05 -8.84
N -0.80 6.63 -8.82
C -0.44 8.03 -8.87
C 0.25 5.64 -8.71
H -2.83 7.05 -8.97
H 0.21 8.20 -9.74
H 0.10 8.29 -7.96
H -1.32 8.67 -8.96
H 0.20 4.97 -9.57
H 0.09 5.06 -7.80
H 1.23 6.12 -8.67
C -3.30 -0.69 -6.67
O -2.73 -0.39 -7.71
N -4.65 -0.61 -6.44
C -5.24 -0.98 -5.17
C -5.52 -0.13 -7.50
H -2.73 -1.06 -5.80
H -5.96 -1.79 -5.34
H -5.76 -0.12 -4.75
H -4.48 -1.32 -4.47
H -5.41 -0.79 -8.37
H -5.21 0.88 -7.78
H -6.56 -0.12 -7.17
C 2.03 -4.51 5.54
O 2.32 -3.54 4.84
N 1.43 -4.44 6.78
C 1.12 -5.63 7.54
C 1.09 -3.15 7.33
H 2.25 -5.54 5.22
H 0.04 -5.67 7.72
H 1.65 -5.58 8.50
H 1.43 -6.53 7.01
H 0.41 -2.63 6.65
H 2.01 -2.55 7.43
H 0.62 -3.26 8.31
C 1.42 -4.34 11.50
O 1.99 -4.04 10.46
N 0.07 -4.25 11.73
C -0.52 -4.63 13.00
C -0.80 -3.78 10.67
H 1.99 -4.71 12.37
H -1.24 -5.44 12.83
H -1.04 -3.76 13.42
H 0.24 -4.97 13.70
H -0.69 -4.43 9.80
H -0.49 -2.77 10.39
H -1.84 -3.77 11.00
C 1.05 11.12 -10.10
O 0.87 10.13 -9.41
N 1.10 11.15 -11.48
C 1.31 12.37 -12.22
C 0.94 9.91 -12.21
H 1.18 12.12 -9.64
H 0.45 12.54 -12.87
H 2.22 12.27 -12.82
H 1.42 13.23 -11.54
H -0.04 9.47 -11.96
H 1.72 9.21 -11.90
H 1.00 10.08 -13.28
C 5.60 -7.21 1.54
O 6.01 -8.37 1.53
N 5.01 -6.59 2.62
C 4.54 -5.22 2.55
C 4.84 -7.32 3.86
H 5.67 -6.57 0.65
H 5.07 -4.63 3.30
H 3.47 -5.20 2.75
H 4.73 -4.79 1.56
H 5.83 -7.64 4.21
H 4.23 -8.21 3.67
H 4.36 -6.69 4.62
C -0.80 -8.44 6.48
O 0.30 -8.43 7.02
N -1.14 -9.18 5.37
C -2.46 -9.13 4.80
C -0.14 -10.03 4.76
H -1.63 -7.82 6.87
H -2.89 -10.14 4.82
H -2.38 -8.79 3.76
H -3.11 -8.45 5.35
H 0.21 -10.76 5.50
H 0.71 -9.42 4.45
H -0.55 -10.55 3.90
```

Net charge = -1

***

| no. | E (a.u.) | highest occupied orbital energy (eV) | frontier orbital gap (eV) |
| --- | --- | --- | --- |
| 1 | -4289.06234 | -8.81 | 8.388 |
| 2 | -2791.23094 | -3.68 | 5.023 |